No. 1
# C16H10Cl4IrN2OS3SbSi

C16H10Cl4IrN2OS3SbSi as an isolated structure at a distorted geometry (ωB97M-V/def2-TZVPD, OMol25).

Structure (ORCA input):
```
! wB97M-V def2-TZVPD RIJCOSX def2/J DEFGRID3
* xyz -1 2
Ir 0.9334 0.7457 -0.3950
Sb 0.7080 3.2595 2.4712
Cl 4.0181 1.4233 1.6963
Cl 4.3148 2.4518 -1.3340
Cl -6.0669 2.9335 -0.0885
Cl 1.2727 0.6212 -2.9083
S 2.3325 4.0638 0.7323
S 1.9483 3.6106 4.4064
S 0.5115 0.8879 2.4667
Si 2.8648 2.0451 0.0759
O -0.2627 2.4289 -0.2251
N -0.6990 -0.4658 -0.2698
N 1.9008 -1.0883 -0.2679
C -1.5587 2.4660 -0.2613
C 3.6983 -2.6655 -0.2517
C -0.8781 -4.1680 -0.2123
C -2.4025 1.3041 -0.2775
C -0.3835 -1.7933 -0.2507
C -2.1738 3.7328 -0.2555
C -1.3070 -2.8560 -0.2418
C 0.4666 -4.4843 -0.1921
C 1.4315 -3.4668 -0.2136
C -3.5425 3.8919 -0.2308
C 3.2088 -1.3693 -0.2952
C -1.9430 -0.0301 -0.3189
C -4.3442 2.7567 -0.1909
C 2.8184 -3.7249 -0.1987
C -3.7976 1.4984 -0.2270
C 1.0085 -2.1088 -0.2444
H -1.5313 4.5990 -0.2858
H 3.1699 -4.7451 -0.1515
H 3.8944 -0.5413 -0.3521
H -4.4447 0.6338 -0.1967
H -3.9910 4.8736 -0.2376
H -1.6193 -4.9563 -0.2042
H -2.7380 -0.7666 -0.4047
H 4.7662 -2.8211 -0.2503
H -2.3683 -2.6605 -0.2598
H 0.7857 -5.5153 -0.1557
*
```

## Properties
E_HOMO (spin up / spin down) in hartree: -0.1798 / -0.1809
LUMO (spin up / spin down) in eV: 0.882 / 0.728
Largest force on an atom in eV Å⁻¹: 3.1

No. 2
# C27H72N3O9S9

A 9-piece molecular cluster, C27H72N3O9S9 overall at a distorted geometry (ωB97M-V/def2-TZVPD, OMol25).

Structure (ORCA input):
```
! wB97M-V def2-TZVPD RIJCOSX def2/J DEFGRID3
* xyz 1 1
S -8.0338 -1.4655 -3.9765
S 2.0892 4.7657 1.1215
S 3.8214 8.8482 -1.8146
S -5.7762 -0.0695 0.2490
S 8.4690 11.4887 -4.1823
S -0.3296 -6.4130 3.4571
S 3.8190 0.3564 5.8813
S -0.7947 -10.7652 2.2065
S 2.9253 -4.5306 -3.1257
O 4.1371 -0.3207 7.1624
O -0.8233 -10.8627 0.7261
O 7.6330 10.8491 -3.1259
O -8.8085 -1.8537 -2.7672
O 2.2690 -3.2026 -3.2765
O 1.7375 3.9071 2.2939
O 3.4044 8.0320 -0.6325
O -2.9583 -2.5940 -0.4169
O -5.4809 -0.7962 1.5207
N -0.3097 -2.4843 3.0199
N 0.2608 -4.1917 1.5651
N -0.5183 -4.7198 3.7335
C -2.2054 -3.4749 -1.2420
C -0.4194 -0.5536 1.3316
C 3.7210 -4.9310 -4.6840
C 7.4257 11.6737 -5.6330
C -2.2822 -9.8801 2.7027
C -9.2050 -1.3323 -5.3312
C -0.2484 -2.9716 0.8029
C 2.8883 1.8416 6.2758
C -0.1954 -3.8266 2.8392
C 0.2158 -2.9434 -0.6273
C 2.4334 -0.5386 5.1598
C 0.2129 -1.8715 1.7558
C -3.7438 -3.2279 0.5689
C -0.9160 -2.8046 -1.6516
C 1.8683 6.4683 1.6161
C -0.5193 1.8282 2.0370
C 3.6398 10.5701 -1.3421
C -2.2114 0.2248 2.9093
C 1.6303 -5.7729 -3.2565
C 3.8800 4.8392 1.0346
C -1.3051 -12.3578 2.8604
C -0.7397 0.3985 2.5058
C 5.6100 8.8540 -1.8558
C -6.4146 1.5450 0.7097
C -7.2135 -2.9478 -4.5763
C -7.3200 -0.7201 -0.3893
C 9.5191 10.2009 -4.8636
H 10.0609 10.5946 -5.7231
H 5.9552 9.5426 -2.6237
H -0.5891 -3.2693 -2.5752
H -2.3643 -9.8822 3.7900
H -2.1957 -8.8558 2.3453
H -6.4600 -3.2311 -3.8444
H -2.2452 -12.6573 2.3980
H 1.0516 -5.6036 -4.1647
H -5.6064 2.1066 1.1734
H 8.9090 9.3456 -5.1540
H -6.7334 -2.7347 -5.5312
H -0.6089 2.5262 2.8572
H 4.1010 -5.9513 -4.6428
H -1.3121 -2.9978 0.9749
H -4.6834 -3.6186 0.1841
H -1.0939 -1.7700 -1.9103
H 4.1665 5.5602 0.2682
H 4.1608 10.7472 -0.4017
H 2.5278 2.3008 5.3542
H -3.2142 -4.0691 1.0319
H 1.2799 -4.0830 1.6349
H 0.4514 1.9347 1.5789
H 2.4027 6.6491 2.5491
H 3.0055 -4.8209 -5.4985
H -1.2939 -0.7271 0.7154
H 0.8492 -2.0714 -0.7390
H 2.0551 1.5877 6.9311
H -1.2655 2.0680 1.2836
H 0.9838 -5.6799 -2.3856
H 2.5782 10.7751 -1.2211
H 5.9980 9.1532 -0.8826
H -1.3044 -2.3160 3.1942
H -1.3240 -6.6326 2.5785
H 2.2527 7.1099 0.8208
H 0.3121 -0.0618 0.7030
H -7.1564 -1.7473 -0.7008
H -7.9429 -3.7502 -4.6847
H 5.9451 7.8455 -2.0920
H 4.2459 3.8488 0.7698
H -9.8006 -2.2429 -5.3885
H 6.9574 10.7189 -5.8722
H -0.8649 -4.3912 4.6286
H 10.2258 9.9046 -4.0918
H 4.2791 5.1342 2.0048
H -9.8517 -0.4813 -5.1302
H -2.5973 1.1202 3.3756
H -0.5288 -13.0796 2.6178
H -2.8014 0.0724 2.0130
H -8.0810 -0.6921 0.3904
H 1.6323 -0.6319 5.8940
H -7.6376 -0.1331 -1.2476
H 6.6611 12.4122 -5.4021
H -2.8006 -3.7558 -2.1084
H 2.0777 -0.0057 4.2764
H -0.0730 0.1814 3.3317
H 3.5611 2.5270 6.7856
H -1.4148 -12.2880 3.9425
H -7.2341 1.4246 1.4178
H -8.6638 -1.1687 -6.2629
H 8.0296 12.0235 -6.4697
H 2.7844 -1.5288 4.8739
H -1.9750 -4.3956 -0.7022
H 0.8338 -3.7919 -0.8799
H -6.7555 2.0655 -0.1847
H 4.5478 -4.2383 -4.8235
H 0.8040 6.6427 1.7637
H -3.9427 -2.4988 1.3411
H 4.0494 11.2018 -2.1296
H -3.1605 -10.3456 2.2562
H 2.0791 -6.7656 -3.2694
H 1.2882 -1.8000 1.8457
H -2.3644 -0.6261 3.5671
*
```

## Properties
E_HOMO in hartree: -0.3680
LUMO in eV: -2.763
Largest force on an atom in eV Å⁻¹: 2.0

No. 3
# C8H22N4NaO8

C8H22N4NaO8 as an isolated structure at a distorted geometry (ωB97M-V/def2-TZVPD, OMol25).

Structure (ORCA input):
```
! wB97M-V def2-TZVPD RIJCOSX def2/J DEFGRID3
* xyz -1 1
Na 0.7623 0.3105 -0.7888
O -0.3787 4.0792 0.5988
O -1.6614 -3.0295 -1.3747
O 3.7725 1.7203 -3.8958
O 5.8474 1.7890 -3.5004
O 3.8256 -0.3935 2.4139
O 4.5451 -2.3212 2.6771
O 5.0042 3.3087 -4.6598
O 5.4955 -1.0393 1.2863
N 1.2027 -3.5391 -1.6000
N -1.5821 1.9793 2.1684
N 4.8432 2.3072 -4.0093
N 4.6169 -1.2637 2.1472
C -2.2832 3.2071 1.7259
C -1.1370 -4.1977 -2.1132
C -1.3437 4.4333 1.5657
C 0.0331 -5.0810 -0.0352
C -3.0210 -2.8346 -1.4062
C 0.7096 5.0466 0.5862
C -3.4460 3.3910 2.7862
C 0.2480 -4.6192 -1.4878
H 1.3423 -3.4344 -2.5948
H -3.6037 -3.7557 -1.4185
H 1.3470 4.9350 1.4634
H -0.9376 2.2576 2.8946
H -0.4949 -4.3744 0.6052
H -1.7911 -5.0693 -2.0895
H -3.3914 -2.5297 -0.4275
H 1.3338 4.6769 -0.2273
H -1.0042 -3.8336 -3.1320
H 0.9271 -5.4150 0.4914
H 0.3408 6.0603 0.4301
H 2.0824 -3.8350 -1.2018
H -0.6476 -5.9322 -0.0224
H -0.8799 4.5104 2.5491
H -1.9019 5.3544 1.3984
H -3.9580 4.3455 2.6644
H -2.1920 1.3195 2.6299
H -2.6958 3.0722 0.7261
H -3.3121 -2.1370 -2.1915
H -4.2190 2.6334 2.6566
H 0.6606 -5.4279 -2.0911
H -3.0578 3.3256 3.8026
*
```

## Properties
E_HOMO in hartree: -0.1493
LUMO in eV: 0.512
Largest force on an atom in eV Å⁻¹: 4.8

No. 4
# C5H12N2

C5H12N2 as an isolated structure at a distorted geometry (ωB97M-V/def2-TZVPD, OMol25).

Structure (ORCA input):
```
! wB97M-V def2-TZVPD RIJCOSX def2/J DEFGRID3
* xyz 0 1
N -0.2202 -1.2610 0.1223
N -1.1551 -1.4020 1.0977
C 1.2624 -0.2018 0.3871
C -1.4837 1.7061 -0.2655
C 1.8861 1.0681 -0.1686
C -0.7246 -1.2363 -1.2052
C -0.8492 1.5154 0.7541
H -0.4710 1.5617 1.7446
H 1.3492 -0.2974 1.4673
H 1.6082 1.2277 -1.2108
H 2.9753 0.9940 -0.1134
H 1.8408 -1.0299 -0.0402
H -2.0382 -0.9214 0.9576
H 0.0875 -1.1983 -1.9210
H -1.3528 -2.1178 -1.4203
H 1.6448 1.9417 0.4290
H -0.9604 -2.1420 1.7690
H -2.0647 2.0985 -1.0588
H -1.3344 -0.3054 -1.3249
*
```

## Properties
E_HOMO in hartree: -0.2746
LUMO in eV: 1.144
Largest force on an atom in eV Å⁻¹: 3.3